(1)
Molecular formula: C20H34F5N4O4S
Method: DFT, ωB97M-V/def2-TZVPD

Calculated values
**Highest occupied orbital energy**: -10.780 eV
**LUMO level**: -4.54 eV
**Kohn-Sham gap**: 6.2 eV

ORCA input file:
```
! wB97M-V def2-TZVPD RIJCOSX def2/J DEFGRID3
* xyz 1 1
F -1.665 4.425 1.279
C -2.928 3.907 1.495
F -3.064 3.633 2.816
F -3.814 4.878 1.064
C -3.188 2.647 0.605
C -4.520 2.080 0.386
C -4.714 0.908 -0.483
C -3.562 0.307 -1.154
C -2.244 0.889 -0.928
C -0.955 0.343 -1.632
F -1.100 -0.923 -2.082
F 0.137 0.472 -0.801
S -0.628 1.516 -3.090
C -2.033 2.058 -0.048
H -5.418 2.538 0.860
H -5.726 0.482 -0.652
H -3.677 -0.579 -1.832
H -1.079 2.722 -2.570
H -1.651 1.168 -3.965
H -1.002 2.471 0.105
C -3.468 -3.198 -3.374
O -4.089 -2.388 -4.047
N -2.805 -4.269 -3.851
C -2.088 -5.179 -2.973
C -2.805 -4.520 -5.281
H -3.400 -3.105 -2.276
H -1.034 -5.191 -3.254
H -2.506 -6.181 -3.080
H -2.176 -4.865 -1.933
H -2.369 -3.663 -5.798
H -3.833 -4.647 -5.625
H -2.230 -5.416 -5.508
C 1.876 -5.340 -1.719
O 1.217 -6.062 -2.444
N 2.560 -4.244 -2.126
C 3.320 -3.425 -1.202
C 2.528 -3.878 -3.529
H 1.967 -5.530 -0.638
H 2.922 -2.407 -1.219
H 4.368 -3.412 -1.511
H 3.252 -3.817 -0.188
H 1.493 -3.699 -3.832
H 2.927 -4.700 -4.126
H 3.120 -2.980 -3.701
C 1.502 -1.087 2.206
O 2.030 -2.185 2.211
N 1.503 -0.212 3.233
C 0.846 1.084 3.143
C 2.180 -0.574 4.464
H 0.961 -0.710 1.322
H 1.582 1.883 3.299
H 0.076 1.146 3.916
H 0.382 1.215 2.164
H 3.234 -0.767 4.253
H 1.733 -1.486 4.866
H 2.094 0.229 5.194
C 2.254 4.420 4.103
O 1.610 3.676 3.377
N 2.926 5.516 3.694
C 3.671 6.352 4.617
C 2.903 5.870 2.286
H 2.337 4.243 5.187
H 3.265 7.366 4.590
H 4.720 6.372 4.316
H 3.599 5.967 5.634
H 1.870 6.036 1.973
H 3.318 5.047 1.701
H 3.487 6.773 2.113
*
```

natural (NBO) analysis output, partial charges in e: number 1, F, carries -0.323; number 2, C, carries 0.965; number 3, F, carries -0.296; number 4, F, carries -0.320; number 5, C, carries -0.026; number 6, C, carries -0.177; number 7, C, carries -0.183; number 8, C, carries -0.178; number 9, C, carries -0.179; number 10, C, carries 0.658; number 11, F, carries -0.276; number 12, F, carries -0.295; number 13, S, carries 0.332; number 14, C, carries -0.245; number 15, H, carries 0.257; number 16, H, carries 0.258; number 17, H, carries 0.267; number 18, H, carries 0.246; number 19, H, carries 0.250; number 20, H, carries 0.259; number 21, C, carries 0.521; number 22, O, carries -0.659; number 23, N, carries -0.415; number 24, C, carries -0.408; number 25, C, carries -0.419; number 26, H, carries 0.097; number 27, H, carries 0.224; number 28, H, carries 0.208; number 29, H, carries 0.208; number 30, H, carries 0.206; number 31, H, carries 0.221; number 32, H, carries 0.218; number 33, C, carries 0.529; number 34, O, carries -0.637; number 35, N, carries -0.432; number 36, C, carries -0.399; number 37, C, carries -0.417; number 38, H, carries 0.120; number 39, H, carries 0.183; number 40, H, carries 0.197; number 41, H, carries 0.234; number 42, H, carries 0.198; number 43, H, carries 0.223; number 44, H, carries 0.202; number 45, C, carries 0.527; number 46, O, carries -0.639; number 47, N, carries -0.423; number 48, C, carries -0.413; number 49, C, carries -0.417; number 50, H, carries 0.084; number 51, H, carries 0.255; number 52, H, carries 0.192; number 53, H, carries 0.181; number 54, H, carries 0.215; number 55, H, carries 0.217; number 56, H, carries 0.207; number 57, C, carries 0.540; number 58, O, carries -0.664; number 59, N, carries -0.416; number 60, C, carries -0.401; number 61, C, carries -0.418; number 62, H, carries 0.118; number 63, H, carries 0.203; number 64, H, carries 0.203; number 65, H, carries 0.217; number 66, H, carries 0.212; number 67, H, carries 0.211; number 68, H, carries 0.213

(2)
Molecular formula: C5H6S2
Method: DFT, ωB97M-V/def2-TZVPD

Calculated values
**Highest occupied orbital energy**: -8.849 eV
**LUMO level**: 0.82 eV
**Kohn-Sham gap**: 9.7 eV
**Structure (SMILES)**: SCc1cccs1
**Energy above the lowest of the compared OMol25 structures with the same formula, charge and spin**: 0.00 kcal/mol

ORCA input file:
```
! wB97M-V def2-TZVPD RIJCOSX def2/J DEFGRID3
* xyz 0 1
C 1.800 -0.430 0.603
C 0.482 -0.813 0.326
C 2.116 0.820 0.233
C -0.214 0.155 -0.314
C -1.611 0.070 -0.829
S 0.713 1.531 -0.608
S -2.916 0.558 0.311
H 2.488 -1.094 1.036
H 0.034 -1.708 0.528
H 3.058 1.374 0.241
H -1.634 0.679 -1.724
H -1.666 -0.935 -1.062
H -2.651 -0.208 1.259
*
```

natural (NBO) analysis output, partial charges in e: number 1, C, carries -0.248; number 2, C, carries -0.276; number 3, C, carries -0.381; number 4, C, carries -0.204; number 5, C, carries -0.549; number 6, S, carries 0.419; number 7, S, carries 0.004; number 8, H, carries 0.221; number 9, H, carries 0.213; number 10, H, carries 0.239; number 11, H, carries 0.239; number 12, H, carries 0.223; number 13, H, carries 0.100

(3)
Molecular formula: C23H33N5ORuS
Method: DFT, ωB97M-V/def2-TZVPD

Calculated values
**Highest occupied orbital energy (alpha / beta)**: -12.483 / -14.512 eV
**LUMO level (alpha / beta)**: -6.91 / -10.46 eV
**Kohn-Sham gap (alpha / beta)**: 5.6 / 4.0 eV
**Expectation value of S²**: 6.07

ORCA input file:
```
! wB97M-V def2-TZVPD RIJCOSX def2/J DEFGRID3
* xyz 2 5
Ru 1.424 1.082 -0.577
C 3.550 4.472 -0.289
C 2.743 3.264 -0.656
N 2.370 2.400 0.196
N 2.439 2.117 1.511
C 1.786 0.975 1.756
O 1.139 0.126 1.054
C 1.773 0.513 3.221
C 1.143 -0.658 3.684
C 1.172 -1.017 5.037
C 1.833 -0.209 5.958
C 2.465 0.955 5.528
C 2.434 1.310 4.174
C 2.306 2.989 -2.122
C 2.675 3.891 -3.116
C 2.280 3.639 -4.431
C 1.531 2.502 -4.727
C 1.195 1.642 -3.695
N 1.553 1.846 -2.418
H 3.755 4.484 0.785
H 2.996 5.379 -0.545
H 4.504 4.456 -0.823
H 0.621 -1.300 2.977
H 0.675 -1.927 5.357
H 1.856 -0.487 7.007
H 2.984 1.593 6.236
H 2.932 2.222 3.855
H 3.256 4.776 -2.894
H 2.556 4.329 -5.223
H 1.214 2.288 -5.741
H 0.613 0.741 -3.867
C -2.101 -4.604 -0.784
C -0.685 -5.140 -0.640
C 0.097 -4.552 0.539
C 0.535 -3.100 0.344
N -0.559 -2.162 0.565
C -0.869 -1.047 -0.189
S -0.081 -0.596 -1.590
N -1.952 -0.388 0.357
C -2.604 0.823 -0.134
C -4.116 0.630 -0.257
C -4.540 -0.396 -1.313
C -4.237 0.044 -2.737
H -2.643 -5.182 -1.539
H -2.108 -3.562 -1.110
H -2.651 -4.681 0.159
H -0.135 -4.977 -1.575
H -0.747 -6.226 -0.499
H 1.004 -5.157 0.663
H -0.481 -4.659 1.464
H 0.994 -2.973 -0.639
H 1.294 -2.852 1.095
H -1.022 -2.248 1.457
H -2.298 -0.732 1.239
H -2.175 1.167 -1.076
H -2.403 1.597 0.615
H -4.580 1.597 -0.485
H -4.516 0.310 0.713
H -5.621 -0.554 -1.225
H -4.066 -1.364 -1.120
H -4.701 1.010 -2.957
H -4.631 -0.690 -3.448
H -3.161 0.131 -2.914
H -0.015 2.141 -0.192
*
```

natural (NBO) analysis output, partial charges in e: number 1, Ru, carries 0.945; number 2, C, carries -0.699; number 3, C, carries 0.382; number 4, N, carries -0.289; number 5, N, carries -0.230; number 6, C, carries 0.529; number 7, O, carries -0.604; number 8, C, carries 0.029; number 9, C, carries -0.141; number 10, C, carries -0.151; number 11, C, carries -0.021; number 12, C, carries -0.234; number 13, C, carries -0.061; number 14, C, carries 0.149; number 15, C, carries -0.187; number 16, C, carries -0.107; number 17, C, carries -0.199; number 18, C, carries 0.106; number 19, N, carries -0.475; number 20, H, carries 0.262; number 21, H, carries 0.268; number 22, H, carries 0.269; number 23, H, carries 0.225; number 24, H, carries 0.252; number 25, H, carries 0.253; number 26, H, carries 0.259; number 27, H, carries 0.257; number 28, H, carries 0.253; number 29, H, carries 0.257; number 30, H, carries 0.265; number 31, H, carries 0.237; number 32, C, carries -0.609; number 33, C, carries -0.401; number 34, C, carries -0.405; number 35, C, carries -0.225; number 36, N, carries -0.565; number 37, C, carries 0.364; number 38, S, carries -0.096; number 39, N, carries -0.559; number 40, C, carries -0.229; number 41, C, carries -0.406; number 42, C, carries -0.403; number 43, C, carries -0.613; number 44, H, carries 0.232; number 45, H, carries 0.187; number 46, H, carries 0.202; number 47, H, carries 0.204; number 48, H, carries 0.223; number 49, H, carries 0.232; number 50, H, carries 0.197; number 51, H, carries 0.235; number 52, H, carries 0.191; number 53, H, carries 0.391; number 54, H, carries 0.396; number 55, H, carries 0.232; number 56, H, carries 0.209; number 57, H, carries 0.227; number 58, H, carries 0.205; number 59, H, carries 0.225; number 60, H, carries 0.194; number 61, H, carries 0.212; number 62, H, carries 0.229; number 63, H, carries 0.188; number 64, H, carries -0.264

(4)
Molecular formula: C4H6IN2
Method: DFT, ωB97M-V/def2-TZVPD

Calculated values
**Highest occupied orbital energy (alpha / beta)**: -12.475 / -12.475 eV
**LUMO level (alpha / beta)**: -6.46 / -6.46 eV
**Kohn-Sham gap (alpha / beta)**: 6.0 / 6.0 eV
**Energy above the lowest of the compared OMol25 structures with the same formula, charge and spin**: 122.01 kcal/mol

ORCA input file:
```
! wB97M-V def2-TZVPD RIJCOSX def2/J DEFGRID3
* xyz 1 1
C -1.848 -1.441 0.173
C -0.677 -1.841 -0.275
C -1.362 -0.063 0.256
C 0.966 0.349 -0.617
N -0.227 -0.412 -0.245
N 1.865 0.800 0.436
I 3.913 0.440 0.280
H -2.892 -1.817 0.351
H -0.300 -2.718 -0.902
H 0.654 1.268 -1.222
H 1.395 -0.409 -1.166
H -1.697 0.936 0.503
H 1.689 1.710 0.784
*
```

natural (NBO) analysis output, partial charges in e: number 1, C, carries -0.267; number 2, C, carries 0.071; number 3, C, carries 0.337; number 4, C, carries -0.076; number 5, N, carries -0.276; number 6, N, carries -0.813; number 7, I, carries 0.379; number 8, H, carries 0.281; number 9, H, carries 0.282; number 10, H, carries 0.223; number 11, H, carries 0.216; number 12, H, carries 0.254; number 13, H, carries 0.389

(5)
Molecular formula: C8H10O8P2PdS2Se4
Method: DFT, ωB97M-V/def2-TZVPD

Calculated values
**Highest occupied orbital energy (alpha / beta)**: -2.391 / -2.396 eV
**LUMO level (alpha / beta)**: 2.46 / 2.46 eV
**Kohn-Sham gap (alpha / beta)**: 4.8 / 4.9 eV
**Energy above the lowest of the compared OMol25 structures with the same formula, charge and spin**: 1.65 kcal/mol

ORCA input file:
```
! wB97M-V def2-TZVPD RIJCOSX def2/J DEFGRID3
* xyz -2 1
Pd -0.120 0.103 1.447
O 1.779 -0.766 2.116
P 3.128 -0.131 1.361
O 4.334 -0.714 1.990
O 2.794 -0.259 -0.073
O 3.018 1.416 1.889
P 1.669 2.333 1.911
O 2.312 3.813 1.805
O 1.017 2.154 3.245
O 0.853 2.057 0.665
H 1.708 -0.603 3.070
H 2.439 4.122 2.700
Se -2.381 -2.605 -0.165
Se -3.336 -2.555 -2.169
Se -0.089 -1.603 -2.648
Se -0.122 -2.006 -0.488
C -4.027 2.230 -0.319
C -2.960 1.843 -1.118
C -1.853 1.222 -0.555
C -1.815 0.963 0.812
C -2.876 1.359 1.614
C -3.977 1.997 1.048
H -4.894 2.710 -0.759
H -2.983 2.024 -2.187
H -1.011 0.962 -1.187
H -2.859 1.173 2.681
H -4.802 2.302 1.682
C 0.835 0.377 5.653
O 0.383 -0.345 4.506
C -0.910 -0.640 4.387
S -1.968 -0.584 5.658
S -1.376 -1.182 2.808
H 1.888 0.564 5.465
H 0.687 -0.224 6.550
H 0.303 1.322 5.717
*
```

natural (NBO) analysis output, partial charges in e: number 1, Pd, carries 0.674; number 2, O, carries -1.048; number 3, P, carries 2.531; number 4, O, carries -1.167; number 5, O, carries -1.161; number 6, O, carries -1.120; number 7, P, carries 2.523; number 8, O, carries -0.997; number 9, O, carries -1.196; number 10, O, carries -1.128; number 11, H, carries 0.524; number 12, H, carries 0.489; number 13, Se, carries 0.116; number 14, Se, carries -0.393; number 15, Se, carries -0.228; number 16, Se, carries 0.336; number 17, C, carries -0.256; number 18, C, carries -0.205; number 19, C, carries -0.276; number 20, C, carries -0.081; number 21, C, carries -0.208; number 22, C, carries -0.245; number 23, H, carries 0.188; number 24, H, carries 0.196; number 25, H, carries 0.226; number 26, H, carries 0.215; number 27, H, carries 0.191; number 28, C, carries -0.253; number 29, O, carries -0.536; number 30, C, carries 0.052; number 31, S, carries -0.250; number 32, S, carries -0.107; number 33, H, carries 0.203; number 34, H, carries 0.180; number 35, H, carries 0.211